Entry from the OMol25 dataset: 2 unconnected molecules or ions with the total composition C2H3ClO2 (wB97M-V/def2-TZVPD).

The calculation puts the HOMO energy at -10.442 eV. The calculation puts the molar mass at 94.50 g mol⁻¹. The energy above the lowest of the compared OMol25 structures with the same formula, charge and spin is 90.0 kcal per mole. As for the total charge: 0. As for the HOMO-LUMO gap: 0.364 Ha.

Each atom is followed by the atoms it is bonded to, with distances in Å.
Element x y z (Å)
1 C -0.15 0.50 0.03  O3 1.541, Cl5 2.143, H6 1.220, H7 1.178
2 C -0.30 -1.91 -0.83  O4 1.119
3 O 1.34 0.89 0.04  C1 1.541, H8 1.026
4 O 0.64 -2.39 -0.47  C2 1.119
5 Cl -1.51 1.87 0.96  C1 2.143
6 H -0.65 -0.62 0.04  C1 1.220
7 H -0.81 0.99 -0.80  C1 1.178
8 H 1.45 0.67 1.03  O3 1.026